1.
{"formula": "C38H54F9I2N3O4PSiTi", "method": "ωB97M-V with the def2-TZVPD basis set", "total_charge": 2, "relative_energy_kj_mol": 0.0, "gap_ev": [8.8, 8.7], "e_lumo_ev": [-5.541, -5.672], "e_tot_ha": -4920.0729, "spin_multiplicity": 2, "symbols": ["Ti", "N", "C", "C", "N", "C", "C", "N", "H", "H", "H", "H", "H", "H", "H", "H", "H", "H", "H", "H", "H", "I", "C", "I", "H", "H", "F", "C", "F", "F", "C", "C", "C", "C", "C", "C", "P", "C", "C", "C", "C", "C", "C", "C", "F", "F", "F", "C", "C", "C", "C", "C", "C", "C", "F", "F", "F", "H", "H", "H", "H", "H", "H", "H", "H", "H", "H", "H", "H", "C", "C", "C", "C", "O", "Si", "O", "O", "C", "C", "C", "C", "O", "C", "C", "C", "C", "H", "H", "H", "H", "H", "H", "H", "H", "H", "H", "H", "H", "H", "H", "H", "H", "H", "H", "H", "H", "H", "H", "H", "H", "H", "H", "H"], "xyz": [[0.03726, 0.11958, -0.07515], [-0.54434, 0.78154, 1.93441], [0.64486, 0.80130, 2.84543], [1.70048, -0.18295, 2.36906], [1.92084, 0.06889, 0.93225], [2.91687, -0.79153, 0.25847], [2.69573, -0.67176, -1.23712], [1.27762, -1.01507, -1.53448], [-1.35351, 0.38745, 2.40241], [-0.77618, 1.76298, 1.72133], [1.05237, 1.81284, 2.82089], [0.35520, 0.58725, 3.87317], [2.62056, -0.06272, 2.94618], [1.36003, -1.21439, 2.48745], [2.21746, 1.05138, 0.81568], [3.93481, -0.49893, 0.52472], [2.76657, -1.82021, 0.58698], [2.85937, 0.35644, -1.56019], [3.38591, -1.31659, -1.78155], [1.17640, -2.02934, -1.52079], [1.03440, -0.71856, -2.47726], [-1.33399, 0.23560, -4.14465], [-3.01385, 0.84429, -3.02249], [-2.90480, 0.65296, -0.89821], [-3.85867, 0.23800, -3.32579], [-3.18315, 1.89658, -3.21581], [-1.64010, -5.89374, 6.29201], [-2.43783, -4.86262, 5.98851], [-2.33867, -3.96130, 6.97030], [-3.69674, -5.31464, 5.96848], [-2.05952, -4.27608, 4.64751], [-1.64908, -2.96100, 4.53968], [-1.31066, -2.45711, 3.28906], [-1.38014, -3.25674, 2.15565], [-1.77939, -4.59115, 2.28518], [-2.12274, -5.09547, 3.52381], [-0.88697, -2.61141, 0.53335], [-2.29887, -2.90736, -0.57262], [-2.14108, -2.73739, -1.94954], [-3.22852, -2.81369, -2.79658], [-4.49812, -3.01964, -2.26975], [-4.67322, -3.18774, -0.90821], [-3.57187, -3.13823, -0.06121], [-5.66948, -3.01894, -3.21912], [-6.83312, -3.16647, -2.58946], [-5.71177, -1.84381, -3.88774], [-5.55726, -3.98535, -4.13343], [0.40542, -3.82102, 0.05953], [1.46456, -3.98839, 0.95792], [2.52635, -4.82000, 0.65433], [2.54451, -5.49655, -0.56043], [1.49052, -5.36685, -1.44620], [0.42022, -4.53323, -1.13575], [3.74153, -6.34878, -0.90898], [4.75184, -5.57043, -1.33762], [4.18182, -7.02575, 0.15551], [3.46501, -7.22246, -1.87768], [-1.59694, -2.33534, 5.41968], [-0.97082, -1.43388, 3.21384], [-1.82318, -5.23418, 1.41390], [-2.43831, -6.12606, 3.62571], [-1.16989, -2.52488, -2.37936], [-3.09526, -2.69549, -3.86546], [-5.66254, -3.35282, -0.50430], [-3.72533, -3.26487, 1.00187], [1.44831, -3.48845, 1.92080], [3.33526, -4.95466, 1.36104], [1.49127, -5.92261, -2.37418], [-0.40793, -4.47751, -1.82743], [3.52017, 4.99771, 0.08679], [3.55689, 3.49845, 0.32556], [4.16603, 3.17983, 1.68070], [4.31012, 2.80027, -0.79645], [2.21158, 2.92805, 0.36461], [0.74451, 3.21945, -0.28911], [0.25816, 1.72174, -0.82856], [-0.34799, 3.46837, 0.90954], [-0.75545, 4.62802, 1.69959], [-1.14944, 4.08184, 3.06271], [0.40009, 5.60403, 1.82879], [-1.95047, 5.26778, 1.01589], [0.84637, 4.31042, -1.44113], [0.16396, 4.78810, -2.63042], [1.04530, 4.40581, -3.80854], [-1.19747, 4.11948, -2.73413], [0.04629, 6.29526, -2.49880], [4.53793, 5.38684, 0.12621], [2.94030, 5.50528, 0.85606], [3.09941, 5.23523, -0.88863], [5.19984, 3.52159, 1.72750], [4.16416, 2.10027, 1.86066], [3.60683, 3.66985, 2.47914], [5.30726, 3.22532, -0.91098], [3.78012, 2.92332, -1.74330], [4.43001, 1.73491, -0.58405], [-0.29431, 3.61951, 3.56051], [-1.95702, 3.35080, 2.96903], [-1.51275, 4.88539, 3.70301], [1.24591, 5.13245, 2.33231], [0.09439, 6.46636, 2.42164], [0.71950, 5.96676, 0.84988], [-2.75394, 4.54110, 0.88184], [-1.67179, 5.66724, 0.04196], [-2.33141, 6.09270, 1.61873], [1.18788, 3.32345, -3.83701], [2.02025, 4.88789, -3.73051], [0.58439, 4.71640, -4.74669], [-1.07160, 3.04222, -2.84667], [-1.73422, 4.49810, -3.60555], [-1.80341, 4.31592, -1.84822], [1.02664, 6.73307, -2.30921], [-0.62547, 6.57540, -1.68661], [-0.34483, 6.72211, -3.42284]], "lowdin_spin": [0.961, 0.010, 0.003, 0.001, 0.001, 0.004, 0.004, 0.011, 0.004, 0.001, 0.000, 0.000, 0.000, 0.000, 0.000, 0.000, 0.000, 0.000, 0.000, 0.002, 0.003, 0.003, 0.006, 0.002, 0.000, 0.000, 0.000, 0.000, 0.000, 0.000, 0.000, 0.000, 0.000, 0.000, 0.000, 0.000, 0.002, 0.001, 0.002, 0.000, 0.000, 0.001, 0.000, 0.000, 0.000, 0.000, 0.000, 0.000, 0.000, 0.000, 0.000, 0.000, 0.000, 0.000, 0.000, 0.000, 0.000, 0.000, 0.000, 0.000, 0.000, 0.001, 0.000, 0.000, 0.000, 0.000, 0.000, 0.000, 0.000, 0.000, 0.000, 0.000, 0.000, 0.000, -0.001, -0.019, 0.000, 0.000, 0.000, 0.000, 0.000, -0.001, 0.000, 0.000, 0.000, 0.000, 0.000, 0.000, 0.000, 0.000, 0.000, 0.000, 0.000, 0.000, 0.000, 0.000, 0.000, 0.000, 0.000, 0.000, 0.000, 0.000, 0.000, 0.000, 0.000, 0.000, 0.000, 0.000, 0.000, 0.000, 0.000, 0.000, 0.000]}

2.
{"formula": "C38H54N2O7S", "method": "ωB97M-V with the def2-TZVPD basis set", "gap_ev": 8.0, "e_lumo_ev": -0.622, "smiles": "C=CC[C@]1(N)NC(=O)[C@H](OCCOCC)[C@@]1(CCCCCCCCCCCC)C[SH](=O)=O.O=C1c2ccccc2C(=O)c2ccccc21", "e_tot_ha": -2514.4283, "spin_multiplicity": 1, "symbols": ["C", "C", "C", "C", "N", "N", "C", "O", "C", "O", "C", "C", "O", "C", "C", "C", "C", "C", "C", "C", "C", "C", "C", "C", "C", "C", "C", "C", "C", "S", "O", "O", "H", "H", "H", "H", "H", "H", "H", "H", "H", "H", "H", "H", "H", "H", "H", "H", "H", "H", "H", "H", "H", "H", "H", "H", "H", "H", "H", "H", "H", "H", "H", "H", "H", "H", "H", "H", "H", "H", "H", "H", "H", "H", "H", "H", "H", "H", "C", "C", "C", "C", "C", "C", "C", "O", "C", "C", "C", "C", "C", "C", "C", "O", "H", "H", "H", "H", "H", "H", "H", "H"], "xyz": [[3.37157, -3.99605, 1.94857], [3.27225, -2.60820, 2.17178], [3.04819, -1.51436, 1.00057], [1.68943, -0.69896, 1.32657], [2.14937, 0.31770, 2.32264], [0.95104, -1.67311, 2.22988], [-0.22418, -2.13740, 1.41591], [-0.71426, -3.26678, 1.31582], [-0.65653, -0.77129, 0.70774], [-1.82169, -0.71474, -0.11703], [-2.97501, -1.03073, 0.70001], [-4.20683, -0.00909, 0.49973], [-4.61156, 0.45650, 1.82273], [-5.59247, -0.42079, 2.41453], [-4.96569, -1.59037, 3.32593], [0.74142, -0.22040, 0.12707], [0.91784, -1.06182, -1.25004], [2.12918, -0.55851, -2.16844], [2.94000, -1.71828, -2.91555], [2.07186, -2.99295, -3.34492], [2.64221, -4.26055, -2.55462], [2.18194, -5.68143, -3.15183], [3.32737, -6.47228, -3.93606], [4.14588, -5.59851, -4.99929], [3.98087, -6.09971, -6.53083], [3.55168, -4.90291, -7.51905], [2.07562, -4.34365, -7.21616], [1.96805, -2.73103, -7.30981], [0.76683, 1.29975, -0.37317], [-0.19250, 2.48810, 0.66557], [-1.67782, 2.17914, 0.71157], [0.35245, 2.70375, 2.04320], [2.93641, -4.69285, 2.74762], [3.90917, -4.41170, 1.04256], [3.34891, -2.21974, 3.23300], [3.97725, -0.85922, 0.99090], [3.03474, -2.11482, 0.03530], [2.55552, -0.11849, 3.15440], [2.76510, 1.01857, 1.89971], [0.42462, -1.19955, 2.99417], [-0.80068, -0.07991, 1.62381], [-3.32037, -2.09003, 0.45608], [-2.72314, -1.01989, 1.81705], [-5.02637, -0.59716, -0.03388], [-3.90532, 0.92547, -0.08584], [-6.21020, 0.23384, 3.13282], [-6.33434, -0.83007, 1.65154], [-3.90187, -1.33202, 3.67803], [-4.93500, -2.59404, 2.76398], [-5.56990, -1.77873, 4.26980], [1.15904, -2.14057, -0.92146], [-0.03526, -1.11518, -1.86318], [1.72988, 0.23603, -2.89526], [2.89401, -0.00476, -1.50606], [3.36188, -1.25122, -3.88036], [3.84901, -1.96114, -2.26796], [0.94706, -2.85483, -3.28199], [2.30446, -3.18178, -4.45737], [2.47845, -4.17341, -1.41726], [3.78847, -4.22438, -2.68107], [1.28320, -5.48080, -3.83281], [1.87514, -6.32239, -2.24780], [2.79645, -7.31335, -4.51632], [4.09345, -6.93936, -3.21728], [5.27686, -5.65125, -4.78939], [3.88934, -4.48759, -5.00046], [3.13874, -6.87942, -6.61565], [4.97520, -6.53512, -6.90284], [3.50702, -5.36763, -8.57238], [4.33654, -4.06882, -7.55287], [1.28139, -4.77438, -7.91723], [1.77462, -4.69064, -6.16054], [1.31506, -2.28926, -6.47721], [1.51565, -2.41615, -8.30908], [3.04083, -2.32688, -7.23383], [1.85436, 1.61610, -0.49127], [0.26637, 1.30717, -1.40940], [-0.09863, 3.73316, 0.01058], [-1.79642, 10.47169, 5.77632], [-2.88762, 10.21972, 6.60464], [-3.59375, 9.02873, 6.48295], [-3.21765, 8.08962, 5.52291], [-2.13998, 8.35270, 4.67728], [-1.42259, 9.54149, 4.81377], [-1.76044, 7.38580, 3.62056], [-0.81610, 7.61412, 2.88367], [-2.55109, 6.14377, 3.46876], [-2.24227, 5.25082, 2.44237], [-2.97017, 4.07446, 2.29869], [-4.00375, 3.78183, 3.18644], [-4.31883, 4.67132, 4.20765], [-3.59924, 5.85909, 4.34506], [-3.96555, 6.81554, 5.41309], [-4.87245, 6.56310, 6.18815], [-1.24009, 11.39766, 5.87807], [-3.18645, 10.95198, 7.34736], [-4.43965, 8.83546, 7.13424], [-0.57526, 9.74543, 4.16777], [-1.43614, 5.47209, 1.75017], [-2.72956, 3.38060, 1.49253], [-4.56678, 2.86011, 3.07842], [-5.12779, 4.44006, 4.89278]], "lowdin_charge": [-0.032, -0.168, -0.107, -0.394, 0.077, 0.063, -0.286, 0.112, -0.225, -0.103, -0.143, -0.136, -0.209, -0.255, -0.093, -0.260, -0.133, -0.200, -0.193, -0.201, -0.212, -0.202, -0.205, -0.206, -0.209, -0.228, -0.248, -0.129, -0.181, 0.780, -0.411, -0.383, 0.068, 0.056, 0.094, 0.114, 0.084, 0.082, 0.086, 0.146, 0.161, 0.136, 0.120, 0.123, 0.132, 0.122, 0.119, 0.081, 0.080, 0.071, 0.120, 0.133, 0.115, 0.106, 0.113, 0.107, 0.117, 0.075, 0.102, 0.110, 0.107, 0.111, 0.105, 0.114, 0.111, 0.089, 0.108, 0.107, 0.107, 0.106, 0.105, 0.084, 0.064, 0.070, 0.069, 0.120, 0.130, 0.095, -0.062, -0.061, 0.000, -0.084, -0.084, 0.000, -0.280, 0.096, -0.085, 0.010, -0.044, -0.033, 0.005, -0.089, -0.282, 0.097, 0.106, 0.106, 0.120, 0.119, 0.112, 0.058, 0.097, 0.119]}